No. 1
217
Properties=species:S:1:pos:R:3:forces:R:3 method="wB97M-V/def2-TZVPD" orbital_gap_ev=8.12 max_force_ev_per_a=3.78 homo_energy_ev=-10.825 total_charge=+2 lumo_ev=-2.707
C 7.8256 6.2848 -6.0631 -0.55 1.36 -1.82
C 6.7261 5.3299 -6.5690 0.31 0.62 0.18
C 5.4062 5.5518 -5.7881 0.41 0.10 -0.76
C 5.4661 5.1396 -4.3244 -0.54 -1.22 -0.14
P 4.0007 5.7192 -3.3341 1.69 -0.77 -0.10
C 3.7551 7.4609 -3.6702 -0.71 0.49 -0.18
C 4.8062 8.4149 -3.0787 -0.72 0.03 -0.06
C 4.6513 9.8485 -3.6267 -1.23 -0.97 -1.15
C 4.8942 9.8417 -5.1577 0.63 -0.39 0.40
C 4.4815 5.4634 -1.6264 -1.24 1.52 -0.07
C 3.3538 5.8801 -0.6559 -1.00 -2.13 0.63
C 3.7232 5.9882 0.8232 1.50 -0.96 0.68
C 3.5884 4.6443 1.6436 0.07 1.68 -0.94
C 2.6882 4.5829 -3.7803 -0.53 1.37 -0.89
C 1.2373 4.7518 -3.3481 -1.06 -0.11 0.90
C 0.7792 3.5543 -2.4979 1.31 0.10 0.88
C -0.6827 3.6608 -2.0315 -0.02 1.14 -1.74
H 8.6882 6.3348 -6.7468 -0.24 -0.40 0.17
H 8.2217 6.0623 -5.0910 -0.09 0.06 0.61
H 7.4008 7.3275 -6.1670 0.50 -0.85 0.73
H 7.1106 4.3173 -6.4775 -0.31 -0.33 -0.09
H 6.5367 5.5481 -7.6443 0.11 -0.27 0.70
H 4.6175 4.9934 -6.3053 -0.07 0.20 0.15
H 5.1979 6.6207 -5.8725 -0.15 0.02 -0.14
H 6.4187 5.4658 -3.8629 -0.62 -0.25 0.02
H 5.3887 4.0032 -4.3563 0.34 1.27 0.73
H 2.7476 7.6817 -3.2771 0.22 0.21 -0.37
H 3.7896 7.6291 -4.7577 -0.54 -0.42 0.36
H 5.7605 7.9653 -3.2916 0.81 0.24 -0.11
H 4.6826 8.4522 -2.0176 0.06 -0.12 0.87
H 5.2951 10.5435 -3.0908 0.02 -0.03 -0.13
H 3.5706 10.1480 -3.4775 1.14 -0.09 0.11
H 4.8175 10.8255 -5.5720 0.11 0.60 -0.26
H 4.2050 9.2237 -5.7207 -0.59 0.02 0.14
H 5.8592 9.3935 -5.4420 0.08 0.45 0.37
H 5.4004 6.0364 -1.5331 0.20 -0.04 0.45
H 4.6349 4.4161 -1.5942 0.62 -1.21 0.33
H 2.5444 5.0807 -0.6642 0.92 0.66 -0.38
H 2.8078 6.7378 -0.9678 -0.09 1.14 -0.38
H 3.1099 6.7091 1.3280 -0.35 0.56 0.07
H 4.7776 6.3450 0.9064 -0.66 -0.13 0.03
H 3.9860 4.7519 2.6393 0.21 0.09 0.32
H 4.0701 3.8443 1.1417 0.70 -0.82 -0.48
H 2.5572 4.3748 1.7192 -0.85 -0.12 0.10
H 3.1095 3.6361 -3.4787 0.15 -0.62 -0.18
H 2.6502 4.7299 -4.8560 0.46 -0.61 -0.45
H 0.5467 4.7002 -4.1887 0.31 0.53 -0.45
H 1.0368 5.7112 -2.8265 0.10 -0.51 -0.16
H 1.5637 3.4910 -1.6870 -1.10 -0.26 -0.28
H 0.9588 2.6421 -3.1213 -0.34 0.53 0.48
H -1.3033 3.6312 -2.9774 0.30 -0.55 1.16
H -0.9757 4.6369 -1.6172 0.65 0.02 0.03
H -0.9569 2.9528 -1.2831 -0.34 -0.96 0.11
C -3.8783 -8.9469 -1.4955 0.34 1.15 -1.65
C -2.6011 -9.1847 -2.3076 0.44 0.32 -0.61
C -1.6781 -7.9009 -2.3170 -0.83 -0.90 0.24
C -2.4278 -6.6184 -2.7387 -0.90 -0.36 1.17
P -1.3578 -5.1924 -3.1549 -0.94 -0.49 1.23
C -0.2136 -4.9321 -1.8022 0.55 -2.50 -0.19
C 1.0579 -5.8731 -1.9713 -1.02 1.61 0.86
C 1.8367 -5.7943 -0.6636 1.38 0.67 -0.48
C 3.3100 -6.1554 -0.9619 0.04 -1.28 0.73
C -0.5357 -5.4932 -4.6959 0.81 0.71 0.07
C -1.2976 -6.3104 -5.7345 2.79 -1.21 0.45
C -2.3425 -5.6539 -6.5144 -0.38 1.13 -1.25
C -2.6031 -6.2085 -7.8924 0.85 -0.34 -0.64
C -2.4727 -3.8297 -3.1247 -1.60 1.19 -0.11
C -1.9609 -2.4751 -3.7175 -1.02 -1.21 0.84
C -3.1228 -1.5196 -3.7661 -1.38 -0.50 0.29
C -2.7790 -0.1326 -4.1787 -1.00 1.61 -1.18
H -4.5539 -8.3304 -2.1117 -0.19 -0.51 0.15
H -3.6394 -8.2670 -0.6898 -0.03 -0.42 0.86
H -4.3400 -9.8830 -1.2393 -0.32 -0.09 0.46
H -2.8171 -9.5751 -3.3394 0.05 0.68 0.74
H -2.0588 -10.0048 -1.8463 0.36 0.02 0.14
H -0.7832 -8.0720 -2.9070 -0.08 -0.05 -0.51
H -1.2883 -7.8071 -1.3156 0.06 0.23 0.56
H -3.2307 -6.2869 -1.9791 1.60 -0.31 -0.67
H -3.0899 -6.9470 -3.5344 0.15 0.52 -0.79
H -0.7683 -5.0696 -0.8608 0.20 0.00 -0.24
H 0.2549 -3.9850 -1.8390 -0.16 1.41 -0.12
H 1.5909 -5.3103 -2.7563 0.21 -0.74 0.14
H 0.8483 -6.9050 -2.2384 -0.02 0.01 -0.17
H 1.3139 -6.3142 0.1584 0.51 0.03 -0.31
H 1.9731 -4.7299 -0.3860 -0.84 -0.44 0.06
H 3.5914 -5.6663 -1.8837 0.19 0.18 -0.19
H 3.5590 -7.2225 -1.0505 -0.55 0.04 -0.33
H 3.9996 -5.8664 -0.1772 -0.01 0.54 0.26
H 0.3784 -6.0734 -4.4312 -0.48 0.68 -0.14
H -0.2372 -4.4626 -5.0044 0.20 -0.79 -0.13
H -1.6947 -7.1521 -5.1521 0.10 -0.30 -0.69
H -0.4364 -6.6757 -6.3778 -1.28 0.07 0.37
H -2.1452 -4.5930 -6.6931 0.17 0.10 0.43
H -3.2424 -5.7162 -5.9613 -1.24 0.18 0.65
H -1.7822 -5.9993 -8.6029 -0.27 0.14 0.40
H -3.4975 -5.7605 -8.2681 -0.58 0.25 -0.47
H -2.7226 -7.2790 -7.9351 -0.19 -0.50 0.27
H -2.7784 -3.6303 -2.0558 0.48 -0.39 -0.87
H -3.4348 -4.1747 -3.6158 1.00 0.48 0.21
H -1.4706 -2.6272 -4.6490 0.09 -0.08 -1.14
H -1.1857 -2.1027 -3.0953 0.69 0.42 0.82
H -3.5186 -1.3226 -2.7465 0.19 -0.80 -0.26
H -3.9587 -2.0180 -4.3381 0.70 0.76 0.26
H -2.1039 0.2720 -3.4496 0.35 0.40 0.45
H -3.6960 0.5155 -4.2061 0.70 -0.54 0.34
H -2.3495 0.0447 -5.1644 0.24 -0.55 -0.18
C -9.2783 1.5471 1.4878 2.28 0.29 -0.26
C -8.9774 2.0478 2.8812 -1.09 -0.48 1.93
C -9.3942 1.0491 4.0248 1.15 -0.46 -0.60
C -8.7701 1.4549 5.3679 0.64 1.46 -0.76
P -7.1860 0.6995 5.7028 1.04 -2.03 0.84
C -6.0025 1.0262 4.3927 1.06 -1.84 -0.54
C -4.4975 0.5174 4.5138 -0.65 0.06 2.54
C -3.6554 0.6480 3.2916 -0.29 -1.21 -2.58
C -4.4036 -0.0147 2.0467 -0.13 0.17 0.75
C -6.4889 1.2014 7.3180 -1.30 0.52 0.03
C -7.4789 1.9286 8.3114 1.08 -0.52 -0.66
C -7.0734 1.6732 9.7666 0.49 0.64 -0.40
C -5.6462 2.0663 10.1967 0.14 0.90 -1.43
C -7.3671 -1.1676 5.9393 1.02 0.96 -1.01
C -8.4644 -1.4268 6.9472 -0.17 -0.17 -0.14
C -8.5079 -2.8777 7.4226 -1.00 -0.38 -0.28
C -9.5836 -3.0750 8.5179 0.09 0.85 -0.83
H -10.2875 1.3911 1.2979 -1.93 -0.42 -0.15
H -8.7065 0.6064 1.2235 -0.55 1.06 0.41
H -8.9603 2.3526 0.8187 0.03 -0.34 -0.28
H -9.5179 2.9763 3.2253 0.46 -0.57 -1.06
H -7.9248 2.2692 2.9689 0.40 0.07 0.00
H -9.1418 -0.0235 3.7747 -0.34 1.00 0.14
H -10.4490 1.1352 4.1915 -0.71 -0.28 -0.29
H -9.4123 1.2793 6.2036 -0.42 -0.32 0.58
H -8.6116 2.5707 5.3518 -0.01 -0.88 0.14
H -6.0439 2.0676 4.2561 0.14 1.55 -0.43
H -6.3983 0.5343 3.4878 -0.11 0.36 0.23
H -4.4877 -0.5399 4.8550 -0.28 0.38 -0.43
H -3.9864 1.0289 5.3591 -0.45 0.02 -0.33
H -2.7130 0.0649 3.4019 -0.58 0.56 0.23
H -3.3786 1.6741 3.0177 -0.14 -0.18 0.29
H -5.1393 -0.7935 2.3423 0.54 0.21 0.16
H -3.7080 -0.4589 1.3523 0.35 -0.08 -0.13
H -4.9820 0.6927 1.4561 0.02 0.34 0.09
H -5.5910 1.7483 7.1452 0.52 1.03 -0.29
H -6.0727 0.3072 7.7258 -0.13 -0.99 0.55
H -8.4891 1.4971 8.1983 0.32 0.54 -0.10
H -7.4429 2.9930 8.0436 -0.42 -0.20 0.19
H -7.1992 0.6083 9.8726 -0.11 -0.50 0.59
H -7.7903 2.1933 10.3809 -0.33 0.00 0.37
H -5.2828 3.0477 9.7561 -0.66 -0.97 0.50
H -4.9454 1.3175 9.8527 0.31 -0.22 -0.10
H -5.5338 2.1297 11.2628 -0.14 0.02 0.49
H -6.3873 -1.4965 6.3104 -0.04 0.27 0.17
H -7.4235 -1.7158 4.9596 -0.56 0.61 0.80
H -9.3769 -1.1845 6.4362 -0.88 -0.16 -0.28
H -8.4835 -0.6864 7.7675 0.57 -0.48 0.03
H -7.5268 -3.2642 7.6830 0.21 0.29 0.55
H -8.7747 -3.5191 6.5653 -0.03 0.29 0.08
H -9.5187 -2.2640 9.2300 0.36 0.03 0.60
H -9.5000 -4.0282 9.0122 -0.12 -0.26 0.15
H -10.5948 -2.9166 8.1083 0.33 -0.51 -0.10
C 5.3955 -1.0617 -3.8337 1.27 -1.27 -0.69
C 5.9537 -1.5280 -2.5048 -0.34 -0.73 0.87
C 7.2078 -2.4007 -2.6021 0.32 1.39 0.86
O 8.1639 -1.6788 -3.3709 0.44 -0.95 -0.66
C 8.5862 -2.3646 -4.5752 -3.09 -0.30 -0.62
N 6.3348 -0.2891 -1.8172 1.59 1.27 -1.73
H 5.5745 0.2451 -1.4465 -1.07 0.56 0.70
H 7.0473 -0.4603 -1.1354 0.37 0.06 1.01
H 6.7027 0.3952 -2.5378 -0.20 -0.96 0.95
H 4.6065 -0.3581 -3.6937 -0.74 0.28 -0.07
H 5.1289 -1.9361 -4.4391 -0.44 0.37 0.11
H 6.2362 -0.5663 -4.3715 -0.57 -0.17 0.29
H 5.2527 -2.0659 -1.8095 0.26 0.52 -0.87
H 6.8785 -3.3365 -2.9721 0.07 -1.05 -1.00
H 7.6490 -2.6212 -1.6015 -0.40 0.35 -0.43
H 9.2565 -3.1977 -4.3804 0.33 0.24 0.03
H 8.9129 -1.6341 -5.3218 0.50 -0.13 0.54
H 7.6183 -2.8068 -5.0625 1.65 0.50 0.73
C 4.0122 -1.7055 4.4458 -0.36 1.09 -0.60
C 4.8006 -0.4190 4.6652 0.66 0.76 0.42
C 4.9590 0.0272 6.1055 0.06 -0.73 1.28
O 3.7089 0.5089 6.4770 -1.32 -1.23 -0.17
C 3.6272 1.5940 7.3292 1.09 1.22 1.47
N 6.1714 -0.5930 4.0576 -0.48 0.35 -0.85
H 6.8592 0.1661 4.2550 -0.63 -0.96 0.11
H 6.5270 -1.5361 4.2461 0.31 0.50 0.28
H 6.0990 -0.6189 2.9374 0.37 -0.01 0.44
H 4.2275 -2.3828 5.2422 0.09 -0.64 0.56
H 4.3586 -2.1374 3.4989 -0.52 -0.07 0.06
H 2.9219 -1.4863 4.4390 0.81 -0.28 -0.10
H 4.3284 0.4889 4.2477 0.26 -0.70 -0.59
H 5.6713 0.8144 6.1970 0.83 1.01 -0.36
H 5.3708 -0.7341 6.8290 -0.66 0.11 -0.70
H 4.1313 1.4637 8.3262 -0.44 -0.40 -0.68
H 2.5861 1.8862 7.5396 0.39 -0.36 -0.45
H 4.1801 2.4278 6.8812 -0.29 0.31 -0.05
C 1.9647 0.3010 0.6090 -0.91 -1.05 2.07
C 2.2084 -0.6899 -0.5024 -0.13 0.51 -0.96
C 2.2190 -2.1274 -0.1275 -0.56 -0.47 0.21
O 1.0271 -2.4657 0.5404 -0.93 -0.28 0.38
C 1.0155 -2.4605 1.9498 0.44 -0.96 0.53
N 1.1516 -0.6300 -1.5715 -1.17 3.18 1.68
H 1.4613 -1.0597 -2.4322 0.03 -0.98 -0.95
H 0.2415 -0.9948 -1.1728 0.36 0.21 -0.41
H 0.9274 0.3912 -1.7376 0.16 -1.38 -0.03
H 1.8346 1.3267 0.2371 0.39 -0.28 0.29
H 2.7666 0.1620 1.4154 -0.69 0.66 -1.39
H 1.0220 -0.0099 1.1671 0.84 0.67 -0.93
H 3.1359 -0.4355 -0.9949 0.39 0.04 -0.28
H 3.0822 -2.2888 0.4958 0.62 -0.66 0.09
H 2.1430 -2.7111 -1.0653 0.90 0.05 0.44
H 1.2476 -3.4713 2.3644 -0.35 0.32 -0.42
H 0.0549 -2.1304 2.3683 0.17 0.00 -0.53
H 1.8064 -1.8481 2.3533 0.23 0.59 0.10
Cl 1.7186 -2.7271 -3.7907 0.02 -0.01 0.19
Cl 4.5063 2.0564 -2.1731 -0.18 -0.02 0.06
Cl -1.7595 -0.1091 -0.3368 0.36 -0.15 -0.17
Cl 6.5904 -0.9298 1.2325 -0.22 -0.05 -0.15

=====

No. 2
14
Properties=species:S:1:pos:R:3:forces:R:3 method="wB97M-V/def2-TZVPD" orbital_gap_ev=9.87 max_force_ev_per_a=4.33 homo_energy_ev=-9.099 smiles=C[C@@]1(O)C[C@H]1O total_charge=0 lumo_ev=0.775 de_lowest_kcal_mol=84.4
C -1.1571 0.4150 -0.8844 0.63 -0.97 0.61
C 0.0089 0.5197 0.2648 -1.19 -1.69 -1.21
O 0.2336 1.8731 0.4937 -1.41 -0.21 -1.36
C -0.0130 -0.5451 1.3068 -0.02 -0.23 0.11
C 1.0587 -0.5441 0.2443 0.01 0.10 0.22
O 0.9568 -1.5663 -0.7049 0.35 -0.17 -0.17
H -2.1778 0.4425 -0.4737 0.48 -0.15 0.14
H -0.9277 -0.5485 -1.3061 -0.54 -0.47 -0.38
H -1.1565 1.1246 -1.7536 0.64 -0.15 0.93
H -0.4876 1.8007 -0.2245 1.30 3.94 1.23
H 0.2564 -0.3334 2.3385 0.00 0.11 -0.26
H -0.7925 -1.2864 1.1708 0.08 -0.07 0.12
H 2.0762 -0.2831 0.5429 -0.26 0.07 -0.01
H 1.4663 -1.2954 -1.4785 -0.07 -0.10 0.03

=====

No. 3
70
Properties=species:S:1:pos:R:3:forces:R:3 method="wB97M-V/def2-TZVPD" orbital_gap_ev="7.76 / 8.22" max_force_ev_per_a=2.97 spin_multiplicity=2 homo_energy_ev="-15.170 / -15.173" total_charge=+2 lumo_ev="-7.413 / -6.958" de_lowest_kcal_mol=38.2 s2=0.7916
O 1.4613 2.0310 0.0685 -0.99 -2.51 1.24
V 0.8001 0.6226 0.4012 0.24 2.40 -1.49
C -1.0447 -3.3532 1.8209 0.76 -0.79 1.08
C 0.2951 -2.6447 1.5372 -0.34 -1.36 -0.51
C 1.2865 -3.6632 0.9358 0.38 -0.33 -0.04
O 1.8439 -4.6413 1.7594 -0.30 0.29 0.29
C 2.7768 -4.1265 2.6931 -0.38 0.65 0.15
N 0.0664 -1.6110 0.4551 -0.19 0.32 1.39
H -1.7131 -2.7835 2.4678 -0.26 0.31 -0.52
H -0.8618 -4.2440 2.4338 0.33 0.08 0.00
H -1.5037 -3.7886 0.9332 -0.18 0.54 -0.20
H 0.6631 -2.2026 2.4636 0.17 0.23 -0.19
H 2.0957 -3.1075 0.4370 0.12 0.08 -0.04
H 0.7652 -4.2415 0.1681 -0.14 0.21 -0.14
H 3.5166 -3.5006 2.1793 0.28 -0.31 0.00
H 3.2198 -4.9492 3.2435 0.13 -0.05 -0.22
H 2.2831 -3.4651 3.4165 -0.03 -0.15 0.09
H -0.9460 -1.5594 0.5709 -0.24 0.80 -0.94
H 0.2548 -2.0434 -0.4464 -0.21 -0.15 0.06
C -0.8917 2.0613 -3.4306 -0.42 -0.23 0.21
C -0.7951 2.1692 -1.8956 -0.30 2.07 -0.32
C -2.0581 2.9102 -1.4096 -0.06 -0.22 -0.30
O -2.1595 2.8994 -0.0099 0.16 -0.54 0.36
C -3.3866 3.3891 0.5257 0.45 0.63 -0.11
N -0.6032 0.8517 -1.2301 -0.35 -0.95 -2.24
H -0.6287 3.0020 -3.9102 0.00 0.03 0.09
H -1.9189 1.8316 -3.7256 0.03 -0.07 -0.07
H -0.2549 1.2882 -3.8689 0.18 0.06 0.18
H 0.0373 2.8342 -1.6710 0.27 -0.46 0.27
H -2.9502 2.4627 -1.8706 -0.05 -0.15 0.16
H -2.0138 3.9400 -1.7803 0.08 0.01 -0.06
H -3.4469 4.4661 0.3537 -0.20 0.00 -0.07
H -3.3200 3.2413 1.6024 -0.21 -0.08 0.00
H -4.2652 2.8969 0.1058 0.05 -0.14 -0.02
H -1.5231 0.4084 -1.3714 -0.27 0.12 1.75
H -0.2583 0.3355 -2.0582 1.21 0.01 0.63
C 4.6567 -1.0242 -1.5854 1.24 1.05 -0.35
C 3.6707 0.1409 -1.3279 0.05 -1.87 -1.51
C 3.2218 0.7426 -2.6689 -1.39 0.50 0.37
O 2.5270 1.9546 -2.3916 0.60 0.03 -0.17
C 2.5819 2.9461 -3.4236 -0.68 -0.41 -0.04
N 2.4886 -0.5504 -0.6702 -0.80 1.80 0.71
H 5.6534 -0.5727 -1.5840 0.09 -0.31 0.02
H 4.5756 -1.4981 -2.5656 -0.44 0.13 -0.03
H 4.6634 -1.8292 -0.8522 -0.14 0.19 0.27
H 4.1071 0.9542 -0.7561 -0.30 -0.24 0.58
H 2.4726 0.0730 -3.1181 0.19 -0.39 -0.13
H 3.9645 0.9012 -3.4497 0.60 -0.15 0.49
H 3.3362 3.7167 -3.2728 0.11 -0.13 0.28
H 1.5842 3.3832 -3.4036 0.19 0.37 -0.23
H 2.7329 2.4849 -4.4021 -0.01 0.02 -0.03
H 2.8672 -1.1751 0.0347 0.05 -0.09 0.03
H 2.0690 -1.1589 -1.3681 0.16 -0.03 -0.10
C -1.9478 0.8267 4.0047 -1.38 0.37 -0.07
C -1.6811 0.4339 2.5452 1.30 -1.11 1.19
C -2.9559 0.0675 1.7675 -0.32 0.88 0.43
O -2.7336 -0.4701 0.4859 0.73 -0.46 -0.40
C -3.8099 -1.2882 0.0251 -0.64 -0.19 1.02
N -0.6484 1.3618 1.9343 -1.37 -0.45 -0.46
H -2.7209 1.5916 4.1245 0.21 0.20 -0.08
H -1.0439 1.1425 4.5220 0.06 -0.03 -0.06
H -2.3466 -0.0472 4.5233 0.13 0.02 0.07
H -1.1252 -0.4785 2.8031 -0.10 -0.33 -1.05
H -3.6814 0.8734 1.6148 0.38 0.52 0.39
H -3.4855 -0.5865 2.4716 0.11 -0.56 -0.37
H -4.7804 -0.7838 0.0715 0.17 0.35 -0.09
H -3.8943 -2.1154 0.7353 -0.04 -0.35 -0.37
H -3.6626 -1.6317 -0.9951 0.39 0.05 0.08
H -0.2122 1.8133 2.7354 0.33 0.02 -0.16
H -1.2650 2.0859 1.5425 0.79 0.25 -0.70

=====

No. 4
23
Properties=species:S:1:pos:R:3:forces:R:3 method="wB97M-V/def2-TZVPD" orbital_gap_ev=9.26 max_force_ev_per_a=4.86 homo_energy_ev=-12.789 total_charge=+1 lumo_ev=-3.527 de_lowest_kcal_mol=19.1
C 0.2563 2.4817 -0.4406 0.07 3.20 -0.10
C 0.5128 1.2828 1.5228 -1.30 1.19 -0.27
C 0.1769 2.4999 0.8971 -0.80 0.12 2.32
C 1.3478 0.5580 -0.6006 -0.21 0.57 0.83
C -2.9228 -0.3514 -0.7289 0.94 -1.62 2.22
C 2.6613 -1.4588 -1.2065 -1.81 -0.85 -3.82
N 0.9037 1.6413 -1.1353 0.05 -0.84 -2.40
N 1.1132 0.3179 0.7695 0.07 0.54 -1.29
N 0.0913 1.0278 2.7763 1.01 -1.37 -1.72
N 1.9317 -0.1976 -1.4892 3.50 -3.36 0.22
H -0.0562 3.3361 -1.0032 -0.59 0.53 -0.13
H -0.2563 3.4123 1.3694 0.25 -1.36 0.06
H -3.9344 -0.4968 -0.3538 -0.26 0.74 -0.58
H -2.3284 -0.4902 0.2537 -0.40 0.41 -1.67
H -2.6401 0.5235 -1.2753 -0.37 0.79 0.09
H -2.7110 -1.1976 -1.3701 0.15 -0.29 -0.04
H 2.2117 -1.9717 -0.4044 -0.24 -0.74 0.94
H 2.4950 -2.0576 -2.1941 -0.27 0.48 1.90
H 3.7187 -1.4880 -1.2529 1.21 0.99 0.92
H 1.5907 -0.3495 1.3211 0.52 -1.27 -0.02
H 0.0139 1.8225 3.3027 -0.64 2.17 1.77
H 0.2201 0.1844 3.2849 0.33 -0.69 0.07
H 2.3267 0.1884 -2.3546 -1.22 0.66 0.72